[1]
Here is a molecular structure, C49H64Cl2N5O4Sn at a distorted geometry from the Open Molecules 2025 dataset. Energies are from ωB97M-V with the def2-TZVPD basis set.

```
125
Properties=species:S:1:pos:R:3:forces:R:3
Sn -0.674442 -0.087726 0.132719 -0.978 0.064 3.763
C -0.455678 -1.422897 -2.432595 -0.043 -0.792 -0.555
N -0.171138 -0.064104 -1.982836 0.546 0.004 -1.612
C -1.074357 0.879167 -2.629958 0.032 0.031 -1.352
C 1.223962 0.317459 -2.193647 0.611 0.073 -0.123
C 2.162731 -0.422285 -1.253488 0.037 -0.001 -0.312
N 1.938553 -0.101914 0.151420 -0.020 0.261 0.177
C 2.661859 -1.097884 0.979676 -0.013 -0.330 0.140
C 2.029104 -1.648318 2.231384 0.042 0.235 0.060
C 2.808249 -1.834891 3.361748 0.007 0.110 0.174
C 2.341239 -2.559164 4.451018 0.059 -0.009 -0.016
C 1.055136 -3.097782 4.347120 0.049 0.127 -0.064
C 0.247879 -2.969018 3.225119 -0.094 -0.018 0.135
C 0.744432 -2.211076 2.127765 0.063 -0.011 -0.364
O 0.100151 -2.070895 0.992527 -0.106 -0.655 -0.254
C -1.056695 -3.769873 3.112231 -0.064 -0.082 -0.108
C -1.441088 -4.453933 4.430419 0.119 0.047 -0.074
C -0.818551 -4.859860 2.052008 -0.054 0.054 0.012
C -2.265685 -2.922038 2.689280 0.130 0.047 0.002
C 3.194210 -2.877800 5.680927 -0.041 -0.040 0.021
C 4.598496 -2.278819 5.582130 -0.129 -0.004 -0.019
C 2.523342 -2.339139 6.951701 0.028 -0.083 -0.069
C 3.338207 -4.404915 5.804573 0.033 0.105 0.010
C 2.402936 1.277350 0.401770 0.253 0.255 -0.080
C 2.049028 1.973967 1.683335 0.173 -0.141 0.105
C 3.032178 2.379079 2.566669 -0.079 -0.152 0.136
C 2.743481 3.213702 3.642668 0.048 -0.036 -0.011
C 1.433980 3.684296 3.743272 0.046 -0.119 0.007
C 0.419322 3.346062 2.853595 -0.100 0.001 0.064
C 0.719518 2.430911 1.807114 -0.047 0.031 -0.369
O -0.134508 2.059080 0.887806 -0.076 0.572 -0.179
C -0.931272 4.073775 2.907702 -0.079 0.036 -0.088
C -2.137688 3.123708 2.889062 0.110 -0.052 -0.070
C -0.990276 4.988700 1.671865 -0.016 -0.058 0.036
C -1.085691 4.951155 4.155169 0.102 -0.033 -0.091
C 3.862534 3.660561 4.581438 0.069 0.015 -0.032
C 3.333530 4.422609 5.799261 0.016 -0.062 -0.117
C 4.804483 4.591685 3.799134 -0.023 -0.036 0.100
C 4.656704 2.446058 5.086877 -0.069 0.097 -0.011
H -0.182307 -1.564729 -3.489439 0.108 0.147 0.142
H -1.519962 -1.617674 -2.302909 0.203 0.023 -0.080
H 0.078221 -2.147202 -1.817636 0.046 -0.031 -0.004
H -0.938507 0.892293 -3.722167 0.331 -0.126 0.011
H -0.903631 1.880631 -2.233456 0.198 -0.251 -0.274
H -2.101801 0.601597 -2.396510 0.726 -0.213 -0.668
H 1.299907 1.392307 -2.031444 -0.059 -0.015 -0.101
H 1.547283 0.118967 -3.229961 -0.262 -0.004 0.112
H 3.205584 -0.216198 -1.554152 -0.082 0.008 0.018
H 1.993752 -1.491076 -1.381713 0.101 -0.011 0.022
H 3.666005 -0.715309 1.214556 -0.080 0.050 -0.014
H 2.805800 -1.981829 0.350169 0.038 0.099 -0.135
H 3.808568 -1.413679 3.370824 -0.004 0.018 -0.016
H 0.685847 -3.667667 5.189114 -0.022 -0.047 -0.016
H -0.719959 -5.222495 4.717077 0.012 0.014 0.055
H -2.413841 -4.936098 4.316134 -0.004 -0.016 -0.032
H -1.520068 -3.722532 5.238873 -0.016 -0.036 0.040
H 0.027591 -5.487568 2.341853 0.002 -0.020 -0.005
H -0.599036 -4.390559 1.094033 0.011 -0.027 -0.036
H -1.702164 -5.494990 1.940324 -0.029 0.010 0.008
H -2.490663 -2.172211 3.450043 -0.020 -0.060 -0.011
H -3.144333 -3.561604 2.577150 -0.021 -0.041 0.002
H -2.086378 -2.426901 1.739617 -0.004 0.080 -0.033
H 4.556562 -1.190164 5.506874 0.048 0.008 -0.030
H 5.127374 -2.672895 4.712351 0.040 0.050 -0.011
H 5.175998 -2.536283 6.472623 -0.008 0.003 0.027
H 2.433028 -1.255362 6.902613 -0.025 0.114 0.014
H 3.108610 -2.600890 7.838052 -0.003 -0.001 0.015
H 1.520770 -2.753862 7.067815 -0.007 0.022 0.025
H 3.746727 -4.820806 4.881956 0.008 -0.024 0.001
H 2.371196 -4.873078 5.988331 -0.004 -0.049 -0.014
H 4.006529 -4.663880 6.630709 -0.005 -0.007 0.030
H 1.954364 1.901149 -0.374139 0.113 -0.027 0.001
H 3.498288 1.310096 0.263629 -0.048 -0.052 0.028
H 4.047571 2.034611 2.392121 0.033 0.005 0.014
H 1.197647 4.356540 4.555428 -0.012 0.012 -0.029
H -2.056500 2.402562 2.080630 0.008 -0.066 -0.046
H -3.059763 3.696141 2.751070 -0.002 0.042 0.030
H -2.209467 2.587288 3.834722 -0.020 0.009 0.027
H -0.925525 4.384970 0.768277 0.027 0.021 -0.020
H -0.153072 5.690341 1.687420 -0.007 0.028 -0.024
H -1.925169 5.557225 1.652215 -0.021 -0.001 0.013
H -0.951728 4.368805 5.069653 -0.014 0.017 0.021
H -2.092600 5.373757 4.167520 -0.010 0.015 -0.003
H -0.376234 5.781685 4.157431 0.019 0.004 0.055
H 2.870264 5.364234 5.500314 -0.039 0.012 0.052
H 4.158679 4.654303 6.476313 0.009 0.013 0.003
H 2.597132 3.830622 6.346036 -0.015 0.020 0.025
H 4.246947 5.454688 3.430804 0.025 0.024 -0.016
H 5.230939 4.075187 2.938074 0.023 0.005 -0.008
H 5.623314 4.948038 4.431265 0.019 -0.004 0.009
H 3.999464 1.759356 5.624978 0.011 -0.027 0.008
H 5.450696 2.768051 5.765803 0.018 -0.009 0.014
H 5.119032 1.899884 4.264550 -0.005 -0.040 0.008
Cl -5.111644 -2.804232 -0.384774 -0.038 -0.116 -0.027
C -5.079179 -1.074732 -0.521587 0.245 0.062 0.034
C -6.270035 -0.366847 -0.392496 0.047 0.281 -0.041
C -6.276731 1.003121 -0.478196 -0.123 -0.203 0.047
Cl -7.796244 1.850401 -0.317854 -0.071 0.066 0.003
C -5.081136 1.724492 -0.661273 0.178 -0.061 -0.041
C -4.990189 3.133553 -0.709757 0.077 0.040 0.006
C -3.766820 3.730170 -0.848521 -0.152 0.012 -0.035
C -2.624765 2.921002 -0.955211 -0.149 -0.134 0.144
N -2.674356 1.612028 -0.932932 -1.065 0.879 1.553
C -3.866732 0.994406 -0.786235 -0.379 0.068 0.181
C -3.832284 -0.459827 -0.748313 -0.321 -0.049 0.064
O -2.744479 -1.094404 -0.905456 -0.209 -0.063 -0.054
H -7.193563 -0.902756 -0.222177 -0.003 -0.012 -0.015
H -5.893411 3.722660 -0.625538 0.010 0.013 0.020
H -3.670678 4.807605 -0.868390 0.013 0.006 0.001
H -1.636582 3.358456 -1.047722 0.012 0.080 0.059
N -2.526754 0.214809 8.286793 -0.100 0.001 0.018
C -1.533494 1.036648 7.844631 -0.079 0.010 0.150
O -1.068413 1.919987 8.539905 0.056 -0.059 -0.066
C -1.073048 0.757480 6.449951 0.023 0.017 -0.241
C -1.951099 0.366182 5.444188 0.011 -0.038 0.176
C -1.441445 0.147400 4.174670 0.016 -0.078 -0.115
N -0.151736 0.234474 3.875667 -0.130 -0.037 -0.069
C 0.682465 0.589362 4.843848 -0.015 0.066 0.016
C 0.267769 0.900580 6.130037 0.003 0.028 0.150
H -2.858898 0.330529 9.227885 0.038 0.028 0.006
H -2.815539 -0.590201 7.762386 0.037 -0.001 -0.024
H -3.013799 0.275587 5.632846 -0.014 0.007 -0.059
H -2.095408 -0.109656 3.348617 -0.038 0.052 0.025
H 1.724163 0.638196 4.565702 0.193 0.077 -0.041
H 0.963103 1.249248 6.882609 0.046 -0.059 -0.008
```
Forces are in eV/Å.

Values from the calculation:
net charge	-1
HOMO	-3.780	eV
calculated total energy	-98373.0028	eV
M	976.699	g/mol

***

[2]
Here is a molecular structure, C18H27N5O2PS3Sn at a distorted geometry from the Open Molecules 2025 dataset. Energies are from ωB97M-V with the def2-TZVPD basis set.

```
57
Properties=species:S:1:pos:R:3:forces:R:3
Sn -0.396000 0.134900 -0.144900 -0.413 -0.743 0.426
C 2.976000 -1.392900 2.915400 -0.307 0.015 -0.160
C 1.735200 -1.253400 2.076500 0.502 -0.027 0.186
N 1.288500 -0.058000 1.679900 -0.893 -0.160 -0.788
N 1.835500 1.041300 2.236900 0.683 0.873 0.765
C 1.397900 2.276600 1.985700 -0.020 -0.333 -0.179
N 1.879400 3.288400 2.773000 0.117 -0.027 0.039
S 0.278400 2.629200 0.771900 0.189 0.523 0.153
C 0.967600 -2.370600 1.685200 -0.015 -0.165 0.000
C 1.203200 -3.689600 2.142400 0.106 -0.132 0.028
C 0.308300 -4.684700 1.853300 0.039 0.137 -0.076
C -0.824900 -4.384300 1.089200 -0.072 -0.077 0.013
C -0.952000 -3.099400 0.608600 -0.189 -0.298 -0.137
N -0.099200 -2.123700 0.873800 0.364 0.136 0.003
H 3.746500 -0.705500 2.562500 0.126 0.014 0.035
H 3.375500 -2.397900 2.832700 0.092 0.008 0.050
H 2.783100 -1.197800 3.973100 0.071 0.031 0.133
H 2.479000 0.907400 3.015500 -0.194 0.103 -0.165
H 2.815400 3.226000 3.144700 -0.056 -0.030 0.034
H 1.598200 4.203600 2.459600 0.114 -0.022 0.012
H 2.077700 -3.914300 2.731600 0.035 -0.017 0.088
H 0.478900 -5.693600 2.200900 0.023 -0.039 0.080
H -1.569800 -5.130400 0.869500 -0.068 -0.068 -0.098
H -1.766000 -2.834500 -0.051600 -0.174 0.025 -0.009
C -3.705900 -0.406900 -6.410700 0.207 0.030 0.354
C -3.020000 -0.890600 -5.146500 -0.106 -0.327 -0.247
O -2.604200 0.245700 -4.387300 0.203 0.128 0.157
P -1.340400 0.104500 -3.398100 0.004 0.262 -0.233
S -1.323600 1.796100 -2.355600 0.147 -0.121 -0.288
S -1.344100 -1.635900 -2.465100 -0.080 0.136 -0.092
O -0.065400 0.054300 -4.411000 -0.374 -0.353 0.413
C 0.187900 1.199100 -5.219000 0.076 0.467 -0.232
C 1.505500 1.841200 -4.828200 -0.308 -0.213 -0.014
H -4.046600 -1.260200 -6.991600 -0.061 -0.056 -0.082
H -3.013900 0.181300 -7.008900 0.036 0.030 -0.103
H -4.556400 0.219800 -6.154600 -0.106 0.031 -0.029
H -2.150700 -1.515800 -5.384700 -0.142 0.052 0.008
H -3.704200 -1.480000 -4.527500 0.113 0.010 -0.074
H -0.624800 1.924000 -5.097100 0.093 -0.082 -0.149
H 0.214900 0.859800 -6.261100 -0.065 0.051 0.128
H 1.465000 2.167100 -3.791500 -0.010 0.053 0.069
H 1.686400 2.698900 -5.468500 0.113 0.170 -0.080
H 2.315900 1.127800 -4.944000 0.163 -0.075 -0.028
C 5.159300 -0.072700 -3.897900 -0.010 -0.008 -0.017
C 3.979400 -0.145900 -2.984200 -0.215 -0.042 0.212
C 3.749200 0.860200 -2.047800 -0.067 -0.118 -0.103
C 2.598900 0.828900 -1.289300 0.288 0.347 0.061
N 1.705500 -0.149400 -1.374300 -0.395 0.011 0.283
C 1.943900 -1.151900 -2.209500 0.081 -0.280 -0.248
C 3.049000 -1.178000 -3.042800 0.202 0.174 0.120
H 6.020800 0.337400 -3.374400 0.084 -0.017 -0.030
H 4.929600 0.597200 -4.728800 0.035 -0.012 -0.053
H 5.412100 -1.049000 -4.304100 0.043 -0.024 -0.034
H 4.448600 1.675000 -1.932200 0.024 0.099 -0.002
H 2.366000 1.626000 -0.595400 0.010 0.058 0.018
H 1.206600 -1.940700 -2.227600 -0.027 -0.009 -0.076
H 3.177900 -1.995600 -3.735500 -0.017 -0.097 -0.042
```
Forces are in eV/Å.

Values from the calculation:
⟨S²⟩	0.77
spin multiplicity	2
HOMO (alpha / beta)	-5.439 / -6.853	eV
calculated total energy	-78278.5174	eV
energy above the lowest of the compared OMol25 structures with the same formula, charge and spin	42.1	kJ/mol
M	591.333	g/mol

***

Which of these has the lowest calculated total energy? C49H64Cl2N5O4Sn